A structure of composition F8N4Na3O16S8 in a non-equilibrium geometry, computed with ωB97M-V/def2-TZVPD.

Structure (ORCA input):
```
! wB97M-V def2-TZVPD RIJCOSX def2/J DEFGRID3
* xyz -1 1
Na -1.4110 2.4512 -0.9472
Na 0.8249 -0.4180 2.1966
Na 0.0573 -0.0320 -0.1862
N -1.1288 0.3646 -2.1872
S -2.1335 -0.9453 -2.7039
O -1.6504 -2.2234 -2.3171
O -2.8269 -0.7541 -3.9418
F -3.1957 -0.6162 -1.5826
S -0.0287 0.2082 -3.2979
O -0.4233 0.4559 -4.6526
O 1.0186 -0.7337 -3.0096
F 0.7292 1.6372 -3.0475
N 1.8980 -1.4823 0.2616
S 3.3964 -0.7820 -0.0109
O 3.5000 -0.1341 -1.2839
O 4.5183 -1.4826 0.5355
F 3.1746 0.4257 1.0463
S 2.1467 -2.9311 -0.2237
O 2.3805 -3.9166 0.8087
O 2.7988 -3.0934 -1.4968
F 0.6101 -3.2533 -0.6251
N -1.4752 -0.9143 1.4638
S -2.9517 -0.2011 1.7652
O -3.1319 0.2314 3.1104
O -4.0651 -0.7516 1.0733
F -2.7055 1.1983 1.0008
S -1.8389 -2.3222 1.9744
O -2.3192 -3.2029 0.9586
O -2.4202 -2.4776 3.2824
F -0.3371 -2.8627 2.1427
N 0.3475 2.2678 0.8253
S 0.0775 3.1738 2.0797
O -0.5780 4.4182 1.8090
O 1.0336 3.1115 3.1465
F -1.1165 2.2381 2.6282
S 1.5324 3.2678 0.1349
O 2.7220 3.5476 0.8819
O 0.9312 4.2924 -0.6753
F 2.0402 2.2411 -0.9366
*
```

The energy above the lowest of the compared OMol25 structures with the same formula, charge and spin is 163.01 kJ/mol. The calculation puts the HOMO energy at -8.53 eV. For the HOMO-LUMO gap, the calculation gives 9.6 eV. The strongest force on any atom is 7.51 eV/A.